106
Properties=species:S:1:pos:R:3:mulliken_charge:R:1 method="wB97M-V/def2-TZVPD" homo_ev="-3.80 / -3.80" total_charge=-1 spin_multiplicity=4 s_squared=3.776 e_above_lowest_kcal_mol=0.0
Cr -0.226 0.001 0.857 -0.006
O -0.256 -1.411 -0.056 1.347
C -0.929 -2.238 -0.926 2.002
C -2.236 -1.491 -1.317 -0.984
C -3.044 -0.814 -0.240 -0.677
C -4.426 -0.959 -0.278 -0.751
C -5.218 -0.123 0.485 -1.276
C -4.609 0.804 1.311 -0.995
C -3.222 0.831 1.404 0.080
C -2.601 1.666 2.495 -1.947
C -1.295 2.421 2.164 3.406
O -0.446 1.490 1.586 0.035
C -0.610 2.926 3.455 -0.500
C -0.937 2.440 4.715 -0.248
C -0.238 2.857 5.840 -1.078
C 0.803 3.763 5.726 -0.523
C 1.138 4.256 4.473 -1.006
C 0.441 3.837 3.352 0.218
C -1.530 3.638 1.261 -0.207
C -2.587 4.513 1.491 -0.422
C -2.728 5.668 0.736 -0.800
C -1.810 5.975 -0.257 -0.840
C -0.741 5.121 -0.479 -0.791
C -0.607 3.964 0.275 -0.298
N -2.465 0.043 0.622 1.370
C -1.326 -3.531 -0.213 0.028
C -2.185 -4.445 -0.822 -0.373
C -2.579 -5.594 -0.156 -1.046
C -2.128 -5.842 1.135 -0.692
C -1.259 -4.947 1.740 -1.013
C -0.854 -3.806 1.061 0.579
C -0.078 -2.571 -2.247 3.407
C 0.591 -3.981 -2.278 -0.813
C -0.003 -5.015 -3.177 -1.195
C -0.816 -4.683 -4.178 -0.818
C -1.169 -3.282 -4.398 -0.558
C -0.857 -2.328 -3.520 -1.212
H -2.892 -2.160 -1.869 0.591
H -1.943 -0.688 -1.988 -0.703
H -4.868 -1.693 -0.938 0.547
H -6.298 -0.184 0.427 0.420
H -5.203 1.486 1.904 0.501
H -2.349 0.948 3.279 -0.083
H -3.350 2.353 2.890 0.512
H -1.731 1.717 4.846 0.315
H -0.504 2.453 6.808 0.405
H 1.351 4.081 6.604 0.396
H 1.947 4.968 4.363 0.397
H 0.720 4.231 2.385 0.423
H -3.303 4.313 2.279 0.330
H -3.560 6.335 0.929 0.432
H -1.923 6.874 -0.849 0.381
H -0.011 5.349 -1.248 0.507
H 0.230 3.304 0.097 0.740
H -2.535 -4.271 -1.832 0.277
H -3.242 -6.297 -0.646 0.406
H -2.450 -6.730 1.664 0.386
H -0.898 -5.130 2.745 0.459
H -0.158 -3.125 1.530 0.171
H 0.720 -4.384 -1.275 0.857
H 0.282 -6.048 -3.007 0.461
H -1.222 -5.430 -4.849 0.419
H -1.697 -3.023 -5.309 0.452
H -1.080 -1.292 -3.755 0.140
F 1.107 3.657 -6.283 -0.304
C 1.130 2.864 -5.230 0.590
C 2.261 2.123 -4.932 0.195
F 3.314 2.191 -5.744 -0.317
C 2.272 1.307 -3.828 -0.164
F 3.355 0.553 -3.643 -0.428
C 1.205 1.190 -2.925 -0.267
P 1.502 0.590 -1.200 1.910
C 2.980 1.468 -0.571 0.495
C 4.271 1.356 -1.093 -0.456
C 5.320 2.039 -0.500 -0.847
C 5.101 2.839 0.614 -0.678
C 3.821 2.966 1.131 -1.012
C 2.768 2.293 0.534 0.618
C 2.090 -1.107 -1.485 0.293
C 3.065 -1.643 -0.742 -0.723
C 3.568 -2.993 -0.958 -0.998
C 3.103 -3.760 -1.942 -1.179
C 1.930 -3.350 -2.765 0.094
C 1.351 -1.926 -2.512 -1.472
C 0.059 1.929 -3.293 0.040
Br -1.589 1.722 -2.385 0.070
C 0.017 2.717 -4.426 -0.092
F -1.101 3.346 -4.781 -0.342
H 4.463 0.713 -1.938 0.465
H 6.321 1.929 -0.899 0.413
H 5.931 3.351 1.086 0.395
H 3.640 3.562 2.016 0.541
H 1.777 2.363 0.966 -0.283
H 3.557 -1.047 0.012 0.473
H 4.381 -3.329 -0.327 0.496
H 3.523 -4.740 -2.143 0.388
H 2.104 -3.556 -3.823 0.384
H 1.302 -1.332 -3.431 0.373
S 1.887 -0.380 2.140 -0.249
C 1.533 -1.656 3.273 0.840
C 2.678 -2.376 3.716 -0.382
N 3.629 -2.943 4.041 -0.681
C 0.299 -1.970 3.781 0.494
S -1.195 -1.239 3.332 -0.299
C 0.201 -3.004 4.760 -0.257
N 0.084 -3.822 5.564 -0.680